<w>
C2H3NOS | the ωB97M-V functional and the def2-TZVPD basis

HOMO level (alpha / beta): -0.24782 / -0.24768 Eh
Multiplicity: 1

Geometry as XYZ:
```
8
Properties=species:S:1:pos:R:3:lowdin_charge:R:1
C -0.04 0.37 -0.30 -0.27
C 1.32 0.04 0.12 -0.07
N -2.31 -1.27 -0.70 -0.53
O -0.73 1.35 -0.20 -0.03
S -3.04 -0.26 0.10 0.62
H 1.06 -0.20 1.15 0.09
H 1.58 -0.91 -0.33 0.07
H 2.14 0.88 0.15 0.13
```

<x>
C2H3NOS | the ωB97M-V functional and the def2-TZVPD basis

HOMO level: -0.32772 Eh
Multiplicity: 1
Structure (SMILES): O=CNC=S

Geometry as XYZ:
```
8
Properties=species:S:1:pos:R:3:lowdin_charge:R:1
O -2.19 -0.75 -0.13 0.10
C -1.04 -0.69 0.05 -0.36
N -0.33 0.50 0.02 0.02
C 1.04 0.48 0.00 -0.68
S 2.12 -0.76 -0.05 0.63
H -0.43 -1.55 0.33 0.10
H -0.73 1.39 0.03 0.13
H 1.57 1.39 -0.26 0.05
```

<y>
C2H3NOS | the ωB97M-V functional and the def2-TZVPD basis

HOMO level: -0.33138 Eh
Multiplicity: 1
Structure (SMILES): C=NOC=S

Geometry as XYZ:
```
8
Properties=species:S:1:pos:R:3:lowdin_charge:R:1
C -1.58 -0.54 -0.12 0.05
N -0.24 -0.70 0.56 -0.08
O 0.25 0.54 0.56 -0.30
C 1.51 0.57 -0.06 -0.71
S 2.51 -0.65 0.12 0.72
H -2.34 -1.49 -0.26 0.10
H -1.93 0.60 -0.49 0.12
H 1.82 1.66 -0.31 0.11
```

Which of them is most stable? Easy: <x>.